No. 1
DFT (ωB97M-V/def2-TZVPD) results for a structure of composition CH4N2OS in a non-equilibrium geometry.

```
9
Properties=species:S:1:pos:R:3:mulliken_charge:R:1
C 0.13 -0.30 0.18 0.657
H -0.50 -1.68 1.60 0.240
H -1.81 -0.36 1.21 0.226
H -1.15 1.11 -1.13 0.307
H 1.86 1.22 -0.76 0.301
N -0.95 -0.86 0.94 -0.490
N -0.04 0.54 -0.82 -0.169
O 0.84 1.01 -1.66 -0.470
S 1.63 -0.68 0.45 -0.602
```

For the max |F|, the calculation gives 0.17349 hartree/bohr.

No. 2
DFT (ωB97M-V/def2-TZVPD) results for an isolated molecule of CH4N2OS in a non-equilibrium geometry.

```
9
Properties=species:S:1:pos:R:3:mulliken_charge:R:1
N 0.35 1.38 -0.05 -0.362
C -0.24 0.15 -0.10 0.232
S -1.80 -0.26 0.03 -0.368
N 0.83 -0.81 0.07 -0.109
O 2.17 -0.30 -0.05 -0.511
H -0.15 2.21 0.32 0.219
H 1.37 1.40 -0.22 0.298
H 0.82 -1.66 -0.49 0.251
H 2.60 -0.32 0.79 0.349
```

The SMILES is NC(=S)NO. For the max |F|, the calculation gives 0.06886 hartree/bohr.

Number 1: M 92.1 g/mol, LUMO energy 0.54 eV, HOMO-LUMO gap 9.1626 eV. Number 2: M 92.1 g/mol, LUMO energy 0.59 eV, HOMO-LUMO gap 9.2453 eV.